1.
This record from OMol25 describes a molecular structure, C29H56N12O4S2SeTi. The level of theory is the ωB97M-V functional and the def2-TZVPD basis.

```
105
Properties=species:S:1:pos:R:3
Ti -0.45997 -1.07471 -0.04618
C -1.72618 1.21569 -4.37716
N -0.83987 1.00028 -3.24414
C -0.86225 2.06800 -2.23776
C 0.20262 0.11616 -3.29386
N 0.68832 -0.37877 -2.18767
C 2.09475 -0.79822 -2.28927
C 2.71954 -1.02018 -0.92749
N 2.16097 -0.13504 0.09406
C 2.74060 1.23378 -0.04311
C 1.85181 2.33572 -0.58938
N 0.66192 2.61199 0.17396
C 0.48836 3.71269 0.80796
N -0.79065 4.04882 1.20172
C -1.92094 3.43034 0.53910
C -1.03198 4.48925 2.56381
N 1.45350 4.66938 1.12131
C 2.68596 4.31727 1.78985
C 1.15722 6.09199 1.11894
C 2.44477 -0.67964 1.43239
C 1.28820 -0.45394 2.35954
N 0.16182 -1.37139 2.04409
C -0.48945 -1.83874 3.10782
N -1.42437 -2.81310 3.00888
C -2.66859 -2.66973 3.77115
C -1.45887 -3.81032 1.95052
N -0.20318 -1.45081 4.39806
C -0.08564 -0.06070 4.84340
C -0.35145 -2.38912 5.50313
N 0.69631 -0.16472 -4.54901
C 0.97900 0.89674 -5.50234
C 1.02698 -1.50510 -4.98572
H -1.49174 2.13911 -4.91320
H -1.67508 0.38010 -5.07015
H -2.75004 1.30152 -4.01210
H -0.40589 1.76628 -1.30380
H -0.33601 2.95136 -2.61806
H -1.89540 2.35724 -2.04619
H 2.23131 -1.73279 -2.83635
H 2.66075 -0.03864 -2.83557
H 2.55039 -2.04168 -0.61362
H 3.80504 -0.89772 -1.02119
H 3.13040 1.53802 0.92008
H 3.60731 1.16990 -0.70972
H 2.50324 3.21477 -0.70442
H 1.54439 2.03605 -1.60038
H -1.62468 3.11637 -0.45904
H -2.29791 2.55542 1.07987
H -2.73221 4.15793 0.46191
H -0.09398 4.76911 3.03947
H -1.70294 5.35102 2.58891
H -1.48731 3.68365 3.14942
H 2.71097 3.25171 1.98704
H 3.57223 4.59489 1.21122
H 2.74665 4.83029 2.75670
H 0.23386 6.28278 0.58054
H 1.05970 6.49355 2.13479
H 1.96835 6.63246 0.62495
H 2.62493 -1.74100 1.34503
H 3.35331 -0.24952 1.86188
H 1.63590 -0.60402 3.37561
H 0.95289 0.58096 2.25511
H -2.63811 -1.76821 4.37222
H -3.49685 -2.56275 3.06940
H -2.84760 -3.53806 4.40687
H -1.45481 -3.37801 0.95763
H -0.63642 -4.52010 2.05249
H -2.38679 -4.36772 2.05678
H -0.19765 0.62472 4.01886
H -0.88986 0.15142 5.55184
H 0.87057 0.09822 5.34930
H -0.32174 -3.41371 5.14383
H 0.47843 -2.23725 6.19501
H -1.28081 -2.23369 6.05799
H 0.77628 1.86848 -5.05808
H 2.03559 0.87053 -5.78129
H 0.38485 0.79510 -6.41464
H 0.65437 -2.23457 -4.27146
H 0.54624 -1.69612 -5.94870
H 2.10396 -1.64874 -5.11426
C -3.51179 -0.12798 -2.05169
C -2.69945 -1.31491 -2.42495
N -1.64792 -1.79071 -1.80351
C -1.20890 -2.96439 -2.39863
C -1.91134 -3.36026 -3.47794
S -3.17066 -2.25638 -3.76956
C -0.10300 -3.69676 -1.78040
C 0.42939 -4.84706 -2.24063
S 1.52106 -5.46260 -1.09724
C 1.23499 -4.13867 -0.06515
N 0.38880 -3.26548 -0.55005
C 1.92633 -4.11101 1.26096
H -2.90639 0.63561 -1.57736
H -4.27660 -0.41426 -1.33069
H -4.00699 0.29068 -2.92782
H -1.77435 -4.24089 -4.08629
H 0.20458 -5.37602 -3.15485
H 1.88404 -5.09998 1.71621
H 1.44937 -3.39697 1.92024
H 2.97942 -3.85350 1.14585
O -2.33182 -1.44961 0.73001
Se -2.50976 0.14911 1.24426
O -2.24435 0.33773 2.82558
O -1.13301 0.63746 0.34110
O -3.86901 0.83430 0.72341
```

Net charge = +1
HOMO-LUMO gap (spin up / spin down) = 7.599 / 7.577 eV
Spin multiplicity = 2

Löwdin atomic charge list, values in e, 4 entries:
1 Ti 1.029
2 C -0.055
3 N -0.114
4 C -0.068

=====

2.
This record from OMol25 describes a molecular structure, C3H6O4Tm. The level of theory is the ωB97M-V functional and the def2-TZVPD basis.

```
14
Properties=species:S:1:pos:R:3
O 0.95663 -0.39548 1.13022
C 0.22611 -0.14993 0.08494
C 1.22771 -1.81438 1.21063
O -1.82649 3.97840 -0.90659
O 0.02863 -1.18402 -0.68515
C 0.67721 -2.34623 -0.11983
Tm -1.11130 2.18043 -2.00104
H 0.69795 -2.20399 2.08584
H 2.30649 -1.94993 1.32269
H -0.07650 -3.12915 -0.00221
H 1.45668 -2.65819 -0.82201
O -0.33975 0.93017 -0.09742
H -2.34883 4.70258 -1.27288
H -1.87454 4.03974 0.07281
```

Net charge = +3
HOMO-LUMO gap (spin up / spin down) = 5.759 / 3.770 eV
Spin multiplicity = 3
Relative energy (zero: lowest compared OMol25 entry of this formula, charge and spin) = 0.0 kcal/mol

Löwdin atomic charge list, values in e, 4 entries:
1 O 0.170
2 C -0.565
3 C -0.001
4 O -0.062

=====

3.
This record from OMol25 describes a molecular structure, C27H56AlBrCl3FLiMgNO12S2. The level of theory is the ωB97M-V functional and the def2-TZVPD basis.

```
106
Properties=species:S:1:pos:R:3
C 2.82880 1.54129 -1.12231
C 3.42379 2.84518 -1.84665
C 4.56141 2.46655 -2.86809
C 5.78554 1.66349 -2.21276
C 6.62520 2.49420 -1.14443
C 6.93476 1.72401 0.24311
C 5.76771 1.89379 1.32045
C 5.25156 0.57925 2.04292
C 5.07480 -0.69857 1.13540
C 4.05441 -1.76626 1.71000
C 3.79972 -2.85848 0.55349
C 4.14307 -4.33700 1.01514
C 3.84249 -5.41540 -0.10370
C 2.30582 -5.53518 -0.50190
C 1.27676 -4.93925 0.58739
C -0.16207 -5.71071 0.50442
C -1.20630 -4.65378 1.10383
C -2.68505 -5.19218 0.85581
C -3.62823 -3.94487 1.11859
C -3.80118 -3.02275 -0.17121
O -5.22064 -2.74277 -0.32528
S -5.27208 -1.20428 -1.03626
O -5.62995 -1.45598 -2.46974
O -6.55012 -0.45962 -0.25958
C -6.74668 0.89350 -0.80090
S -5.40701 1.96767 -0.10740
C -6.30907 3.48567 0.47169
C -5.29584 4.67643 0.73063
H 3.03245 1.54665 0.06599
H 3.19605 0.59834 -1.61609
H 1.70307 1.56630 -1.23440
H 2.56334 3.27483 -2.45289
H 3.72838 3.65782 -1.11620
H 5.02025 3.40752 -3.31025
H 4.16444 1.85373 -3.73762
H 6.48158 1.42563 -3.08069
H 5.39576 0.66836 -1.84974
H 7.64220 2.65620 -1.62351
H 6.15430 3.47413 -0.84977
H 7.82869 2.28303 0.67068
H 7.28867 0.66347 0.07194
H 6.17227 2.56429 2.14361
H 4.93141 2.46811 0.83373
H 5.86239 0.28296 2.94667
H 4.21041 0.81188 2.43394
H 4.66216 -0.35229 0.13504
H 6.08742 -1.19434 0.89941
H 4.40803 -2.30111 2.63409
H 3.06687 -1.24112 1.90680
H 2.76519 -2.73129 0.13504
H 4.51850 -2.62176 -0.31492
H 5.25768 -4.38883 1.24460
H 3.61064 -4.51180 1.98905
H 4.48104 -5.17719 -1.01045
H 4.23043 -6.43095 0.29634
H 2.14387 -5.08578 -1.52843
H 2.06851 -6.66938 -0.61527
H 1.60890 -5.05345 1.66485
H 1.02542 -3.85062 0.43575
H -0.41632 -5.84340 -0.58412
H -0.16239 -6.69013 1.07635
H -1.03282 -4.47138 2.19989
H -1.10634 -3.66921 0.56567
H -2.88630 -5.96047 1.65743
H -2.74422 -5.59929 -0.19186
H -3.17415 -3.32572 1.93792
H -4.65565 -4.28619 1.44053
H -3.43175 -3.52689 -1.11575
H -3.24581 -2.05743 0.02951
H -7.78057 1.23339 -0.49419
H -6.63631 0.81217 -1.91688
H -6.83697 3.28208 1.45426
H -7.05761 3.75957 -0.32836
H -4.67280 4.48646 1.66175
H -4.55436 4.72580 -0.12579
H -5.85862 5.64739 0.83287
Al 6.92899 -2.17916 0.01244
C -3.66613 8.24601 -1.75250
C -2.68185 7.98419 -2.88726
C -2.04858 6.59145 -2.82083
C -1.28548 6.43208 -1.54554
N -0.69061 6.30822 -0.55636
H -3.17537 8.21518 -0.77681
H -4.11313 9.23635 -1.85908
H -4.47166 7.50682 -1.75616
H -1.89862 8.74784 -2.86189
H -3.20420 8.09093 -3.84136
H -1.36531 6.44872 -3.66070
H -2.81808 5.81737 -2.87444
O -3.33051 -3.05500 6.10804
Cl -3.89277 -2.52878 4.83350
O -2.93979 -1.59697 4.26479
O -5.13164 -1.85019 5.10651
O -4.12115 -3.60591 3.91789
O -7.00960 3.73543 -4.30815
Cl -7.97861 3.91046 -3.24869
O -9.25792 4.27187 -3.81368
O -7.53014 4.95711 -2.35013
O -8.10943 2.67121 -2.50567
O 1.52685 -2.88112 1.49899
H 0.65368 -2.75306 1.88838
Mg 5.35462 -7.34405 -0.11325
Br -1.40423 -1.76256 6.19965
Cl 2.06057 0.37826 0.78640
Li 1.79202 -7.27925 0.83655
F -3.01087 -5.11750 5.39022
```

HOMO-LUMO gap = 1.613 eV

Löwdin atomic charge list, values in e, 4 entries:
1 C -0.257
2 C -0.201
3 C -0.210
4 C -0.205

=====

4.
This record from OMol25 describes a molecular structure, C38H50ClFOP4Zr. The level of theory is the ωB97M-V functional and the def2-TZVPD basis.

```
96
Properties=species:S:1:pos:R:3
P 1.42505 1.08340 -2.58605
C 3.13048 1.49154 -2.75365
C 3.89546 0.84262 -3.76058
H 3.45767 0.02693 -4.31434
C 5.18587 1.31113 -4.00988
H 5.76143 0.82650 -4.80402
C 5.72181 2.36915 -3.27258
H 6.71581 2.72279 -3.49433
C 4.97590 2.96430 -2.25265
H 5.40286 3.78794 -1.66353
C 3.68824 2.53260 -1.96744
H 3.09305 2.96708 -1.16608
C 1.03703 -0.52678 -3.27986
C 1.73531 -1.66454 -2.80770
H 2.53399 -1.54145 -2.07536
C 1.40665 -2.92718 -3.28954
H 1.93715 -3.80016 -2.90838
C 0.42383 -3.08082 -4.27174
H 0.19527 -4.06505 -4.66865
C -0.24916 -1.95863 -4.75570
H -1.00574 -2.06759 -5.53658
C 0.03539 -0.68602 -4.26306
H -0.47467 0.18738 -4.67007
C 0.32502 2.34587 -3.22002
C 0.67388 2.93789 -4.45622
H 1.58321 2.62713 -4.95247
C -0.16829 3.90038 -5.01672
H 0.10325 4.32775 -5.98365
C -1.32744 4.31140 -4.35209
H -1.95890 5.06870 -4.79422
C -1.65930 3.73895 -3.12075
H -2.55538 4.06958 -2.58707
C -0.86461 2.74512 -2.55879
H -1.12755 2.29397 -1.59996
Zr 0.46690 0.32520 1.84659
C -1.51560 -1.24780 1.44828
C -1.99742 -1.54338 0.22386
H -1.98438 -1.71407 2.33589
C -1.32711 -0.89902 -0.97900
O -2.28858 -0.14409 -1.74950
H -1.81700 0.37684 -2.44651
C -0.28590 0.01480 -0.29007
H -0.83515 -1.65271 -1.64203
C 0.79808 0.64533 0.00384
Cl 2.40311 1.87859 2.40898
P -1.36396 2.14124 2.37770
P 1.76148 -1.90772 2.13947
C -0.95883 3.18532 3.81790
H 0.07897 3.53011 3.73403
H -1.05302 2.60936 4.74638
H -1.63928 4.04742 3.84588
C -1.54764 3.35708 1.04030
H -2.23411 2.97906 0.27134
H -0.57458 3.55194 0.57141
H -1.94237 4.29323 1.45837
C -3.08119 1.66265 2.74291
H -3.12410 1.02774 3.63597
H -3.48872 1.09592 1.89689
H -3.68986 2.56244 2.90942
C 2.54808 -2.20757 3.75518
H 1.78707 -2.48065 4.49751
H 3.05021 -1.29661 4.10306
H 3.28289 -3.01945 3.66305
C 0.95310 -3.50470 1.82308
H 0.57339 -3.53291 0.79373
H 0.10003 -3.62192 2.50375
H 1.65907 -4.33343 1.97553
C 3.17739 -1.91204 0.99646
H 3.59091 -0.89808 0.91503
H 2.86562 -2.25130 0.00032
H 3.94633 -2.58853 1.39326
P -3.36068 -2.64458 -0.24940
C -3.87210 -3.57559 1.17423
C -2.68694 -3.69896 -1.54039
H -4.18557 -2.89083 1.97559
H -3.04894 -4.21120 1.53123
H -4.72089 -4.20777 0.87216
H -2.39893 -3.10780 -2.42031
H -3.44908 -4.43406 -1.83001
H -1.79925 -4.22509 -1.16116
C -4.67064 -1.60017 -0.88289
H -4.97981 -0.90282 -0.09262
H -5.52012 -2.22426 -1.18898
H -4.28007 -1.01849 -1.72716
H 1.44725 1.58488 0.27478
F -0.48024 -0.15065 8.26208
C -0.29499 -0.10418 6.90382
C 0.87578 0.44106 6.40669
C 1.03415 0.49278 5.01941
C 0.01918 0.05422 4.16591
C -1.14038 -0.49430 4.68747
C -1.30932 -0.59980 6.08061
H 1.65426 0.81507 7.06363
H 1.95152 0.89416 4.59690
H -1.92858 -0.84558 4.02976
H -2.20203 -1.03624 6.49408
```

Net charge = +2
HOMO-LUMO gap (spin up / spin down) = 5.679 / 5.680 eV

Löwdin atomic charge list, values in e, 4 entries:
1 P 1.083
2 C -0.378
3 C -0.077
4 H 0.098

=====

| no. | largest force on an atom (eV/A) |
| --- | --- |
| 1 | 1.35 |
| 2 | 5.80 |
| 3 | 6.18 |
| 4 | 10.34 |